Record 1
The following is a DFT calculation (the ωB97M-V functional and the def2-TZVPD basis) of a 6-piece molecular cluster, C3H18N2O6S overall at a distorted geometry.

Geometry as XYZ:
```
30
Properties=species:S:1:pos:R:3:forces:R:3
N 0.9710 -2.2568 0.5888 0.87 -0.36 0.80
C 0.0966 -1.4513 -0.0735 -0.54 0.10 0.52
O -0.1824 -1.5646 -1.2459 0.36 -0.14 -0.31
C -0.4795 -0.2796 0.8023 0.36 -0.33 -1.53
N -0.7550 0.8219 -0.0740 0.16 0.98 0.62
C -1.6807 -0.6605 1.6339 0.23 0.16 0.58
S -2.0158 0.6314 2.8966 -0.13 -0.48 -0.10
H 1.1064 -2.1362 1.5872 -0.07 0.37 -0.23
H 1.7935 -2.6906 0.1798 -0.79 -0.17 -0.48
H 0.3614 0.0286 1.4140 -0.01 -0.04 0.56
H 0.0553 1.0956 -0.6236 -0.59 0.04 -0.04
H -1.6633 0.9039 -0.5096 0.32 -0.55 -0.19
H -1.5316 -1.6084 2.1594 0.11 0.23 0.11
H -2.5476 -0.7978 1.0072 -0.31 0.07 -0.28
H -2.4229 1.5535 2.0207 0.04 0.09 -0.02
O -1.6628 1.2309 -3.2319 0.23 1.03 0.44
H -2.0709 2.1135 -3.2052 -0.29 -0.52 -0.28
H -0.8593 1.4230 -2.7227 0.09 -0.64 -0.17
O 2.6503 -1.0494 2.6593 0.18 0.48 0.01
H 2.6386 -0.3886 1.9388 -0.13 -0.21 0.18
H 2.9327 -0.5350 3.4267 -0.12 -0.25 -0.01
O 2.7429 0.5494 0.2913 0.20 -0.35 -0.05
H 3.6979 0.4067 0.3412 -0.06 0.12 -0.14
H 2.4217 -0.2107 -0.2216 0.02 0.30 0.01
O 1.5301 2.3680 -2.0327 -0.33 0.28 -0.14
H 1.0036 3.1349 -2.3012 0.22 -0.17 0.03
H 2.2146 2.7381 -1.4656 -0.01 -0.15 0.12
O -3.1376 -0.9941 -1.6375 -0.14 -0.20 0.20
H -2.5253 -0.5813 -2.2589 0.10 0.06 -0.01
H -2.6817 -1.7943 -1.3431 0.03 0.26 -0.21
```
Forces are in eV/Å.

Summary:
Kohn-Sham gap = 8.824 eV
Charge = 0
LUMO energy = 0.1 eV
Relative energy (zero: lowest compared OMol25 entry of this formula, charge and spin) = 0.000 eV
SMILES = NC(=O)[C@@H](N)CS.O.O.O.O.O
Electronic energy = -29504.080 eV
HOMO energy = -8.8 eV

natural (NBO) atomic charge list, values in e, 8 entries: atom 1 (N): -0.8529, atom 2 (C): 0.6505, atom 3 (O): -0.6190, atom 4 (C): -0.1601, atom 5 (N): -0.8695, atom 6 (C): -0.5126, atom 7 (S): -0.0493, atom 8 (H): 0.4142

=====

Record 2
The following is a DFT calculation (the ωB97M-V functional and the def2-TZVPD basis) of a 5-piece molecular cluster, C3H18NO4 overall at a distorted geometry.

Geometry as XYZ:
```
26
Properties=species:S:1:pos:R:3:forces:R:3
C 1.9314 -1.3821 1.3441 -0.20 0.76 -0.31
C 0.7904 -0.3642 1.6783 -0.48 -2.91 0.32
N 0.1669 0.0574 0.3532 -2.20 -1.67 1.47
C -1.0753 0.8678 0.5573 -1.92 0.31 1.48
H 2.6633 -0.7188 0.7393 -0.80 -1.80 0.78
H 2.4371 -1.8674 2.2399 -0.73 0.96 -1.09
H 1.4245 -2.1968 0.7490 1.10 0.77 0.31
H -0.0196 -0.8459 2.3702 1.13 0.88 -1.67
H 1.1665 0.4579 2.2240 0.21 1.28 0.13
H -0.0859 -0.8166 -0.2812 0.81 2.15 1.49
H 0.6765 0.6726 -0.2464 1.60 -0.24 -0.29
H -1.9699 0.1795 0.7641 1.46 1.03 -0.42
H -1.1379 1.3492 -0.4147 -0.93 0.36 0.19
H -1.0929 1.6552 1.4451 0.85 -1.82 -1.95
H -0.2697 3.8578 2.2945 -0.73 2.36 -1.25
H 0.6818 3.3680 3.3294 1.22 0.56 1.11
O -0.0041 3.1107 2.7540 -0.45 -2.88 0.13
H 2.1555 -0.4775 -2.2835 -0.76 -0.27 0.38
H 0.6790 -0.7184 -2.6921 -0.15 0.19 -0.08
O 1.2644 -0.6521 -1.9122 1.28 0.18 -0.30
H -2.8050 -0.8817 -0.7977 -0.30 0.73 0.68
H -2.5740 -1.8246 -1.8119 -0.40 -1.88 -1.34
O -2.1363 -1.0916 -1.4422 0.56 1.03 0.75
H -0.9956 -1.3167 -3.9976 0.45 1.69 0.45
H -1.2538 0.0148 -3.2509 -2.70 1.49 1.76
O -0.6173 -0.4364 -3.7120 2.08 -3.27 -2.72
```
Forces are in eV/Å.

Summary:
Kohn-Sham gap = 11.981 eV
Charge = +1
LUMO energy = -2.8 eV
Relative energy (zero: lowest compared OMol25 entry of this formula, charge and spin) = 2.250 eV
Electronic energy = -13076.189 eV
HOMO energy = -14.8 eV

natural (NBO) atomic charge list, values in e, 8 entries: atom 1 (C): -0.6268, atom 2 (C): -0.2192, atom 3 (N): -0.5416, atom 4 (C): -0.4414, atom 5 (H): 0.2209, atom 6 (H): 0.2546, atom 7 (H): 0.2202, atom 8 (H): 0.2223

=====

Record 3
The following is a DFT calculation (the ωB97M-V functional and the def2-TZVPD basis) of C3H20AsF6O7 as an isolated structure at a distorted geometry.

Geometry as XYZ:
```
37
Properties=species:S:1:pos:R:3:forces:R:3
As -0.0092 0.3970 -0.6018 -0.82 1.21 0.17
F -0.2426 1.6587 -1.8939 -0.03 1.12 -1.11
F -1.7992 0.6189 -0.1883 -1.22 0.07 0.26
F 0.1722 -0.7849 0.7041 0.13 -1.48 1.26
F 1.6905 0.2580 -1.0183 2.03 -0.21 -0.61
F 0.3834 1.7364 0.5340 0.37 0.84 0.79
F -0.4660 -0.8618 -1.8004 -0.41 -1.41 -1.07
O 3.6103 3.1252 -0.4154 0.60 0.42 -0.04
H 2.7665 3.4395 -0.0907 -0.53 -0.14 -0.08
H 3.7857 2.3358 0.0968 -0.19 -0.36 0.01
O -3.0514 -2.1758 -0.0481 -0.61 -0.69 0.26
H -2.1740 -1.7936 -0.0636 0.54 0.43 -0.11
H -3.3949 -2.0240 -0.9286 0.09 0.21 -0.21
O -2.4569 -0.3936 2.1756 -0.29 -0.33 1.38
H -3.1787 -0.9877 1.9700 -0.09 -0.15 -0.24
H -2.2629 0.0442 1.3468 0.32 0.45 -0.83
O -1.9043 0.8629 -3.9225 -0.75 0.03 -1.08
H -1.1450 1.2288 -3.4689 0.42 0.13 0.76
H -1.8440 -0.0800 -3.7694 0.20 -0.18 0.36
C -1.0172 -4.1451 2.7106 0.84 1.40 1.81
O -0.3598 -2.8485 2.8923 -0.43 -1.84 -0.14
H -0.7163 -4.7797 1.8770 -0.01 0.51 -0.39
H -0.6870 -4.6369 3.6255 0.16 -0.48 -0.04
H -2.0954 -4.1009 2.8639 -0.21 0.28 -0.69
H -0.5656 -2.2034 2.2118 -0.29 0.27 -0.52
C -0.5059 4.8606 0.5297 0.54 0.37 -0.98
O -0.1769 4.5121 -0.8157 -0.20 0.90 0.29
H -0.3550 5.9330 0.6538 0.06 0.33 -0.27
H -1.5678 4.7062 0.7211 0.17 -0.56 0.49
H 0.2304 4.4061 1.1927 -0.64 -0.54 0.41
H -0.6620 3.7224 -1.0658 0.23 -0.62 0.04
C 3.3151 -2.2886 -0.8837 -0.84 -1.84 -0.38
O 4.0303 -1.1270 -1.1124 0.87 -0.06 0.06
H 3.8917 -3.2123 -0.8350 1.13 0.27 0.28
H 2.6920 -2.3246 0.0100 -0.19 0.57 0.05
H 2.7094 -2.5534 -1.7504 -0.67 0.37 -0.05
H 3.3602 -0.5240 -1.4425 -0.29 0.69 0.16
```
Forces are in eV/Å.

Summary:
⟨S²⟩ = 0.752
2S+1 = 2
Kohn-Sham gap (spin up / spin down) = 3.055 / 9.834 eV
Charge = -2
LUMO energy (spin up / spin down) = 5.3 / 5.2 eV
Electronic energy = -94914.124 eV
HOMO energy (spin up / spin down) = 2.3 / -4.6 eV

natural (NBO) atomic charge list, values in e, 8 entries: atom 1 (As): 2.4874, atom 2 (F): -0.7248, atom 3 (F): -0.7250, atom 4 (F): -0.7023, atom 5 (F): -0.7046, atom 6 (F): -0.7082, atom 7 (F): -0.7278, atom 8 (O): -0.9639

=====

Record 4
The following is a DFT calculation (the ωB97M-V functional and the def2-TZVPD basis) of a 7-piece molecular cluster, C3H20NO6 overall at a distorted geometry.

Geometry as XYZ:
```
30
Properties=species:S:1:pos:R:3:forces:R:3
C -0.3998 -3.5271 0.7064 -0.42 -0.94 -0.33
C -0.6532 -2.2723 -0.0861 0.13 -0.47 0.84
C -0.6443 -1.1033 0.5131 -0.83 0.89 -0.10
N -0.7083 0.1944 -0.1986 0.70 -0.67 0.83
H -0.8250 -3.6237 1.7076 0.06 0.71 0.02
H -0.8433 -4.3824 0.1850 0.23 0.10 -0.09
H 0.6697 -3.7288 0.7767 0.04 -0.04 -0.04
H -0.7991 -2.4259 -1.1469 0.17 0.41 -0.07
H -0.5931 -0.9416 1.5759 0.20 -0.28 0.14
H 0.2691 0.5408 -0.0869 -0.03 0.21 -0.75
H -1.0966 0.0484 -1.1256 0.32 0.11 -0.28
H -1.2187 0.9749 0.2534 -0.44 -0.35 -0.20
H -3.5070 -0.2975 -1.5936 0.47 0.39 -0.12
H -3.4112 -1.7287 -1.4574 0.66 -0.39 0.05
O -2.8109 -0.9692 -1.5121 -1.49 0.19 -0.19
H 3.2734 -0.8771 -1.3299 -0.15 -0.16 0.11
H 2.4840 0.0424 -2.1940 -0.32 -0.15 0.06
O 2.3559 -0.6153 -1.4938 0.51 0.34 -0.17
H 2.0708 -1.9636 2.1637 0.15 0.28 -0.49
H 2.1051 -1.6715 0.6285 -0.12 0.00 0.07
O 2.1137 -1.2547 1.4976 0.22 -0.61 0.73
H 1.6076 0.5456 1.7654 0.42 0.12 -0.50
H 2.3058 1.3204 0.6101 0.11 -0.13 0.21
O 1.5067 1.2886 1.1452 -0.67 0.31 0.05
H -0.1318 4.1622 -1.5612 0.29 0.16 -0.05
H 0.7301 5.0970 -0.6951 -0.09 -0.18 -0.03
O 0.3709 4.1992 -0.7365 -0.17 0.18 -0.17
H -1.3003 3.5348 0.0488 0.07 -0.31 0.07
H -1.0635 2.6554 1.2416 -0.07 0.24 0.07
O -1.6341 2.7186 0.4627 0.04 0.03 0.34
```
Forces are in eV/Å.

Summary:
Kohn-Sham gap = 10.679 eV
Charge = +1
LUMO energy = -2.6 eV
Relative energy (zero: lowest compared OMol25 entry of this formula, charge and spin) = 1.322 eV
Electronic energy = -17204.476 eV
HOMO energy = -13.3 eV

natural (NBO) atomic charge list, values in e, 8 entries: atom 1 (C): -0.6550, atom 2 (C): -0.1749, atom 3 (C): -0.0283, atom 4 (N): -0.7515, atom 5 (H): 0.2351, atom 6 (H): 0.2343, atom 7 (H): 0.2183, atom 8 (H): 0.2299

=====

Repeat the third record exactly.
The following is a DFT calculation (the ωB97M-V functional and the def2-TZVPD basis) of C3H20AsF6O7 as an isolated structure at a distorted geometry.

Geometry as XYZ:
```
37
Properties=species:S:1:pos:R:3:forces:R:3
As -0.0092 0.3970 -0.6018 -0.82 1.21 0.17
F -0.2426 1.6587 -1.8939 -0.03 1.12 -1.11
F -1.7992 0.6189 -0.1883 -1.22 0.07 0.26
F 0.1722 -0.7849 0.7041 0.13 -1.48 1.26
F 1.6905 0.2580 -1.0183 2.03 -0.21 -0.61
F 0.3834 1.7364 0.5340 0.37 0.84 0.79
F -0.4660 -0.8618 -1.8004 -0.41 -1.41 -1.07
O 3.6103 3.1252 -0.4154 0.60 0.42 -0.04
H 2.7665 3.4395 -0.0907 -0.53 -0.14 -0.08
H 3.7857 2.3358 0.0968 -0.19 -0.36 0.01
O -3.0514 -2.1758 -0.0481 -0.61 -0.69 0.26
H -2.1740 -1.7936 -0.0636 0.54 0.43 -0.11
H -3.3949 -2.0240 -0.9286 0.09 0.21 -0.21
O -2.4569 -0.3936 2.1756 -0.29 -0.33 1.38
H -3.1787 -0.9877 1.9700 -0.09 -0.15 -0.24
H -2.2629 0.0442 1.3468 0.32 0.45 -0.83
O -1.9043 0.8629 -3.9225 -0.75 0.03 -1.08
H -1.1450 1.2288 -3.4689 0.42 0.13 0.76
H -1.8440 -0.0800 -3.7694 0.20 -0.18 0.36
C -1.0172 -4.1451 2.7106 0.84 1.40 1.81
O -0.3598 -2.8485 2.8923 -0.43 -1.84 -0.14
H -0.7163 -4.7797 1.8770 -0.01 0.51 -0.39
H -0.6870 -4.6369 3.6255 0.16 -0.48 -0.04
H -2.0954 -4.1009 2.8639 -0.21 0.28 -0.69
H -0.5656 -2.2034 2.2118 -0.29 0.27 -0.52
C -0.5059 4.8606 0.5297 0.54 0.37 -0.98
O -0.1769 4.5121 -0.8157 -0.20 0.90 0.29
H -0.3550 5.9330 0.6538 0.06 0.33 -0.27
H -1.5678 4.7062 0.7211 0.17 -0.56 0.49
H 0.2304 4.4061 1.1927 -0.64 -0.54 0.41
H -0.6620 3.7224 -1.0658 0.23 -0.62 0.04
C 3.3151 -2.2886 -0.8837 -0.84 -1.84 -0.38
O 4.0303 -1.1270 -1.1124 0.87 -0.06 0.06
H 3.8917 -3.2123 -0.8350 1.13 0.27 0.28
H 2.6920 -2.3246 0.0100 -0.19 0.57 0.05
H 2.7094 -2.5534 -1.7504 -0.67 0.37 -0.05
H 3.3602 -0.5240 -1.4425 -0.29 0.69 0.16
```
Forces are in eV/Å.

Summary:
⟨S²⟩ = 0.752
2S+1 = 2
Kohn-Sham gap (spin up / spin down) = 3.055 / 9.834 eV
Charge = -2
LUMO energy (spin up / spin down) = 5.3 / 5.2 eV
Electronic energy = -94914.124 eV
HOMO energy (spin up / spin down) = 2.3 / -4.6 eV

natural (NBO) atomic charge list, values in e, 8 entries: atom 1 (As): 2.4874, atom 2 (F): -0.7248, atom 3 (F): -0.7250, atom 4 (F): -0.7023, atom 5 (F): -0.7046, atom 6 (F): -0.7082, atom 7 (F): -0.7278, atom 8 (O): -0.9639

=====

The highest electronic energy belongs to which entry? C3H18NO4

=====

Which of these has the lowest charge? C3H20AsF6O7